[1]
Molecular formula: C20H55O16Pt
Method: DFT, ωB97M-V with the def2-TZVPD basis set

```
92
Properties=species:S:1:pos:R:3
Pt 15.61 14.63 7.71
C 12.39 13.29 10.16
C 13.53 13.70 9.26
O 14.56 14.21 9.70
O 13.45 13.54 8.03
H 12.50 12.29 10.59
H 11.48 13.34 9.57
H 12.26 14.03 10.94
C 10.70 10.88 7.14
C 12.11 10.29 7.23
C 12.18 9.02 6.53
O 12.96 11.11 6.49
H 10.00 10.16 7.57
H 10.40 11.08 6.11
H 10.52 11.82 7.67
H 12.40 10.33 8.28
H 13.16 8.57 6.62
H 11.99 9.15 5.46
H 11.52 8.27 6.97
H 13.09 11.93 6.97
C 14.45 9.35 11.19
C 13.53 8.47 12.02
C 13.85 6.99 11.83
O 13.75 8.77 13.35
H 14.10 10.37 11.29
H 14.46 9.15 10.12
H 15.47 9.27 11.59
H 12.48 8.68 11.83
H 13.89 6.75 10.76
H 13.20 6.31 12.38
H 14.92 6.92 12.06
H 13.42 8.05 13.89
C 17.65 12.37 8.53
C 17.16 11.92 7.12
O 15.89 12.47 6.78
O 17.42 13.72 8.73
H 18.73 12.26 8.59
H 17.14 11.88 9.36
H 17.04 10.84 7.15
H 17.83 12.20 6.31
H 15.48 11.83 6.19
H 18.09 14.13 9.29
C 10.32 13.46 13.39
C 10.38 11.90 13.44
O 9.13 11.26 13.56
O 9.69 13.88 12.17
H 11.39 13.65 13.43
H 9.86 13.97 14.24
H 10.87 11.60 14.36
H 10.91 11.46 12.59
H 8.44 11.78 13.15
H 9.50 14.82 12.23
C 10.48 14.92 6.11
C 9.73 14.73 7.43
O 8.72 13.73 7.25
O 9.79 15.53 5.05
H 10.73 13.93 5.73
H 11.39 15.50 6.25
H 9.27 15.67 7.76
H 10.46 14.52 8.21
H 8.79 13.32 8.12
H 8.95 15.15 4.79
C 15.60 14.23 13.27
C 15.63 12.75 12.75
O 16.23 12.75 11.42
O 14.62 14.99 12.54
H 16.59 14.68 13.20
H 15.28 14.30 14.31
H 14.62 12.36 12.66
H 16.11 12.17 13.53
H 15.67 13.17 10.76
H 14.72 14.72 11.62
C 8.13 11.54 10.10
C 6.86 11.91 10.79
O 7.08 12.51 12.03
O 8.84 12.64 9.76
H 7.85 11.01 9.19
H 8.76 10.81 10.62
H 6.36 10.97 11.01
H 6.24 12.55 10.15
H 7.05 13.47 11.95
H 9.26 12.92 10.58
C 11.89 17.09 10.99
C 11.36 16.88 12.46
O 9.92 16.63 12.54
O 11.27 18.21 10.42
H 11.68 16.16 10.46
H 12.98 17.13 11.03
H 11.63 17.64 13.19
H 11.92 15.98 12.72
H 9.73 17.11 13.35
H 11.24 18.94 11.04
```

Values from the calculation:
- 2S+1: 3
- E_tot: -57624.765 eV
- Total charge: +1
- E_HOMO (spin up / spin down): -11.47 / -11.47 eV

=====

[2]
Molecular formula: C31H27N3O3PSZn
Method: DFT, ωB97M-V with the def2-TZVPD basis set

```
67
Properties=species:S:1:pos:R:3
Zn 0.42 -0.63 -0.33
O 2.77 -2.28 0.29
N 1.65 -2.36 -0.53
C 1.61 -3.47 -1.15
C 0.62 -3.92 -2.16
C 0.97 -5.15 -2.73
C 0.20 -5.74 -3.72
C -0.94 -5.10 -4.16
C -1.31 -3.88 -3.60
C -0.55 -3.28 -2.59
P -1.19 -1.71 -1.91
C -1.60 -0.77 -3.43
C -2.61 0.19 -3.40
C -2.83 1.01 -4.50
C -2.05 0.88 -5.64
C -1.05 -0.08 -5.68
C -0.83 -0.90 -4.58
C -2.76 -2.12 -1.09
C -3.38 -1.11 -0.35
C -4.59 -1.34 0.28
C -5.17 -2.60 0.22
C -4.55 -3.62 -0.48
C -3.35 -3.39 -1.13
H 2.46 -1.73 1.04
H 2.41 -4.16 -0.93
H 1.87 -5.65 -2.38
H 0.50 -6.69 -4.14
H -1.55 -5.54 -4.94
H -2.20 -3.39 -3.96
H -3.24 0.31 -2.52
H -3.62 1.75 -4.46
H -2.23 1.51 -6.50
H -0.45 -0.20 -6.57
H -0.05 -1.65 -4.64
H -2.90 -0.14 -0.25
H -5.06 -0.55 0.84
H -6.11 -2.78 0.73
H -4.99 -4.60 -0.51
H -2.87 -4.20 -1.66
C -0.63 -0.57 3.44
C -0.14 -0.46 2.04
O -0.92 -0.08 1.11
O 1.05 -0.77 1.74
H -1.44 0.13 3.62
H 0.19 -0.42 4.15
H -1.01 -1.59 3.58
S 1.62 4.47 -4.13
C 1.55 3.04 -3.13
C 1.49 3.24 -1.75
C 1.35 2.16 -0.92
N 1.28 0.90 -1.38
C 1.39 0.71 -2.70
C 1.52 1.73 -3.60
C 1.58 3.77 -5.76
C 2.69 3.17 -6.32
C 2.57 2.64 -7.60
N 1.45 2.70 -8.32
C 0.40 3.31 -7.77
C 0.41 3.85 -6.50
H 1.53 4.24 -1.33
H 1.26 2.29 0.15
H 1.36 -0.32 -3.04
H 1.56 1.50 -4.66
H 3.63 3.11 -5.79
H 3.42 2.15 -8.07
H -0.50 3.36 -8.38
H -0.48 4.32 -6.09
```

Values from the calculation:
- 2S+1: 1
- E_tot: -111736.120 eV
- Total charge: +1
- Energy above the lowest of the compared OMol25 structures with the same formula, charge and spin: 0.0 kcal per mole
- E_HOMO: -11.56 eV

=====

[3]
Molecular formula: C37H41F7N4O21
Method: DFT, ωB97M-V with the def2-TZVPD basis set

```
110
Properties=species:S:1:pos:R:3
O 4.40 -0.99 2.31
C 3.97 -0.96 1.22
O 4.11 0.12 0.37
C 3.45 -0.27 -0.86
C 3.01 -1.69 -0.67
F 3.73 -2.61 -1.46
O 3.30 -1.99 0.64
H 2.56 0.37 -0.97
H 4.15 -0.08 -1.72
H 1.88 -1.84 -0.89
O -2.89 -1.69 -3.71
C -2.69 -0.77 -4.46
O -1.73 0.20 -4.44
C -1.87 1.13 -5.49
C -2.86 0.44 -6.44
F -2.09 -0.17 -7.41
O -3.45 -0.58 -5.55
H -2.24 2.06 -5.16
H -0.91 1.15 -5.94
H -3.69 1.01 -6.90
O -2.95 -6.23 1.44
C -2.99 -5.04 1.30
O -3.15 -4.43 0.10
C -2.89 -3.04 0.32
C -3.16 -2.88 1.83
F -4.46 -2.63 2.13
O -2.82 -4.12 2.30
H -1.78 -2.87 0.16
H -3.50 -2.52 -0.40
H -2.51 -2.18 2.35
O 0.53 -3.49 -0.85
C 0.62 -4.62 -0.50
O 1.55 -5.48 -0.92
C 1.43 -6.70 -0.16
C 0.05 -6.58 0.51
F 0.12 -6.75 1.82
O -0.25 -5.21 0.33
H 1.56 -7.58 -0.77
H 2.15 -6.61 0.69
H -0.75 -7.16 0.13
O 2.88 0.73 -4.59
C 2.22 -0.27 -4.55
O 1.10 -0.65 -5.26
C 0.56 -1.88 -4.67
C 1.68 -2.40 -3.83
F 2.36 -3.33 -4.48
O 2.47 -1.25 -3.66
H -0.38 -1.68 -4.15
H 0.49 -2.66 -5.40
H 1.41 -2.70 -2.78
O 1.84 6.11 4.82
C 2.22 5.03 4.57
O 2.59 4.53 3.40
C 2.73 3.10 3.50
C 2.39 2.77 5.00
F 3.40 2.07 5.53
O 2.18 4.05 5.54
H 2.07 2.69 2.75
H 3.75 2.84 3.25
H 1.42 2.21 4.97
O -2.79 3.45 -2.97
C -3.02 2.65 -2.08
O -2.78 2.75 -0.79
C -2.94 1.50 -0.09
C -3.66 0.62 -1.09
F -4.96 0.43 -0.76
O -3.62 1.43 -2.28
H -1.95 1.10 0.17
H -3.51 1.60 0.85
H -3.16 -0.31 -1.27
C -1.20 2.70 3.81
C -1.61 2.77 5.17
C -1.41 4.09 5.51
N -1.06 4.78 4.45
C -0.91 4.01 3.35
H -1.16 1.81 3.23
H -2.08 1.96 5.67
H -1.73 4.50 6.50
H -0.83 5.76 4.47
H -0.65 4.36 2.38
C 0.27 -2.99 3.38
C -0.34 -1.80 3.89
C 0.64 -0.86 4.11
N 1.81 -1.46 3.78
C 1.63 -2.76 3.37
H -0.27 -3.96 3.21
H -1.38 -1.65 4.07
H 0.63 0.12 4.48
H 2.77 -1.04 3.77
H 2.45 -3.43 3.08
C -0.24 -0.48 -0.70
C 0.06 -0.07 0.61
C 0.50 1.26 0.54
N 0.31 1.65 -0.79
C -0.17 0.61 -1.55
H -0.54 -1.46 -0.98
H 0.10 -0.65 1.53
H 0.83 1.96 1.34
H 0.63 2.53 -1.27
H -0.34 0.75 -2.60
C 2.12 4.49 -2.22
C 1.38 5.12 -1.18
C 0.03 4.98 -1.53
N -0.04 4.33 -2.73
C 1.22 4.05 -3.17
H 3.22 4.44 -2.26
H 1.84 5.52 -0.27
H -0.87 5.26 -1.03
H -0.88 4.09 -3.26
H 1.42 3.44 -4.08
```

Values from the calculation:
- SMILES: O=C1OC[C@@H](F)O1.O=C1OC[C@@H](F)O1.O=C1OC[C@@H](F)O1.O=C1OC[C@@H](F)O1.O=C1OC[C@@H](F)O1.O=C1OC[C@@H](F)O1.O=C1OC[C@@H](F)O1.c1cc[nH]c1.c1cc[nH]c1.c1cc[nH]c1.c1cc[nH]c1
- 2S+1: 1
- E_tot: -107014.893 eV
- Energy above the lowest of the compared OMol25 structures with the same formula, charge and spin: 0.0 kcal per mole
- E_HOMO: -8.59 eV

=====

[4]
Molecular formula: C30H87N3O12
Method: DFT, ωB97M-V with the def2-TZVPD basis set

```
132
Properties=species:S:1:pos:R:3
C -1.99 -1.98 3.41
O -1.19 -1.44 4.49
C -0.81 -2.33 5.52
C -0.15 -1.46 6.69
C 0.99 -0.50 6.33
N 0.33 -2.46 7.56
H -3.01 -2.10 3.77
H -1.62 -2.95 3.08
H -2.01 -1.35 2.52
H -1.75 -2.79 5.83
H -0.17 -3.16 5.21
H -0.96 -0.94 7.20
H 1.27 0.08 7.21
H 0.72 0.15 5.50
H 1.84 -1.06 5.93
H 1.33 -2.58 7.52
H -0.14 -3.35 7.41
C -2.10 0.13 -6.04
O -1.66 1.32 -5.45
C -1.12 1.17 -4.15
C -0.12 2.37 -4.03
C 1.09 2.29 -4.92
N 0.34 2.36 -2.69
H -2.91 -0.08 -5.34
H -1.36 -0.66 -6.20
H -2.56 0.23 -7.02
H -1.99 1.14 -3.49
H -0.55 0.25 -4.09
H -0.62 3.33 -3.97
H 1.58 3.26 -4.92
H 0.77 2.15 -5.95
H 1.82 1.51 -4.65
H 1.18 2.93 -2.72
H 0.72 1.48 -2.36
C -3.60 1.34 1.16
O -5.04 1.09 1.17
C -5.91 2.09 1.59
C -5.90 2.25 3.10
C -5.74 1.00 3.85
N -7.16 2.91 3.31
H -3.05 1.06 2.05
H -3.37 2.38 0.93
H -3.18 0.76 0.34
H -5.56 3.05 1.19
H -6.88 1.82 1.18
H -5.18 3.00 3.41
H -4.68 0.83 4.06
H -6.10 0.09 3.37
H -6.13 1.08 4.86
H -7.00 3.15 4.28
H -7.27 3.77 2.79
C 0.06 6.14 -1.53
C -1.13 5.17 -1.24
O -0.64 3.96 -0.68
H 0.62 5.49 -2.22
H 0.68 6.40 -0.67
H -0.18 7.06 -2.06
H -1.86 4.97 -2.03
H -1.61 5.54 -0.34
H -0.43 3.22 -1.26
C 3.83 -4.26 -0.89
C 5.23 -3.74 -0.81
O 5.20 -2.44 -0.18
H 3.87 -5.10 -1.58
H 3.06 -3.55 -1.19
H 3.61 -4.67 0.10
H 5.75 -3.68 -1.76
H 5.86 -4.38 -0.19
H 5.22 -2.49 0.78
C 4.33 -1.34 -4.03
C 2.87 -1.67 -3.74
O 2.60 -2.72 -4.64
H 5.03 -2.18 -4.08
H 4.84 -0.75 -3.28
H 4.17 -0.80 -4.97
H 2.16 -0.87 -3.94
H 2.85 -2.11 -2.75
H 2.41 -2.24 -5.44
C -3.34 -3.16 -1.17
C -3.83 -4.24 -0.17
O -3.66 -3.54 1.04
H -2.25 -3.11 -1.15
H -3.69 -2.15 -0.94
H -3.54 -3.51 -2.18
H -3.21 -5.14 -0.18
H -4.85 -4.46 -0.48
H -3.97 -4.09 1.76
C 5.80 0.69 1.43
C 4.24 0.67 1.22
O 3.88 0.36 -0.16
H 6.16 -0.24 0.98
H 6.03 0.72 2.49
H 6.21 1.55 0.90
H 3.84 1.63 1.53
H 3.71 -0.06 1.83
H 4.37 -0.43 -0.38
C 0.36 -5.03 -2.82
C -0.46 -6.25 -3.14
O -0.36 -7.05 -2.00
H 1.08 -4.88 -3.63
H 0.88 -4.92 -1.87
H -0.28 -4.15 -2.91
H 0.01 -6.81 -3.95
H -1.50 -6.09 -3.42
H -0.77 -7.88 -2.24
C 3.48 4.18 -0.12
C 4.10 3.65 -1.38
O 3.30 2.53 -1.88
H 3.90 5.11 0.27
H 3.45 3.38 0.62
H 2.42 4.42 -0.17
H 5.08 3.23 -1.16
H 4.15 4.45 -2.13
H 3.55 1.73 -1.42
C -0.66 -0.17 -0.20
C 0.38 -1.04 -0.98
O 1.35 -0.08 -1.50
H -0.80 0.78 -0.71
H -0.28 0.12 0.78
H -1.64 -0.61 -0.01
H -0.15 -1.49 -1.81
H 0.80 -1.84 -0.37
H 1.98 0.01 -0.77
C -1.44 3.52 3.46
C -0.41 2.43 3.03
O 0.56 3.02 2.20
H -1.99 3.95 2.63
H -0.87 4.34 3.89
H -2.22 3.08 4.08
H -0.81 1.62 2.43
H 0.06 2.09 3.95
H 0.03 3.60 1.66
```

Values from the calculation:
- SMILES: COC[C@H](C)N.COC[C@H](C)N.COC[C@H](C)N.CCO.CCO.CCO.CCO.CCO.CCO.CCO.CCO.CCO
- 2S+1: 1
- E_tot: -61553.792 eV
- Energy above the lowest of the compared OMol25 structures with the same formula, charge and spin: 109.7 kcal per mole
- E_HOMO: -8.71 eV